{"formula": "C5H15N2", "method": "ωB97M-V/def2-TZVPD", "charge": 1, "relative_energy_kcal_mol": 4.7, "homo_lumo_gap_ev": 11.6, "homo_energy_ev": -14.73, "symbols": ["N", "N", "C", "C", "C", "C", "C", "H", "H", "H", "H", "H", "H", "H", "H", "H", "H", "H", "H", "H", "H", "H"], "coordinates": [[-0.379, -0.648, 1.509], [1.724, 0.247, 2.515], [-1.507, -0.476, -2.753], [0.043, 0.054, -0.856], [0.241, 0.423, 0.603], [1.663, 0.609, 1.078], [-1.373, 0.234, -1.417], [-1.569, 1.302, -1.495], [-2.096, -0.181, -0.706], [-2.471, -0.267, -3.224], [0.349, -0.996, -1.005], [1.977, 1.057, 3.057], [-0.356, 1.310, 0.832], [0.060, -0.511, 2.438], [2.451, -0.431, 2.691], [0.765, 0.608, -1.458], [-0.652, -0.294, -3.369], [-1.522, -1.549, -2.584], [-1.387, -0.528, 1.563], [1.910, 1.649, 0.957], [-0.186, -1.589, 1.148], [2.315, -0.021, 0.477]], "atomic_forces_ev_per_a": [[-0.6, 0.0, -1.0], [0.5, 0.3, -0.3], [-0.8, -0.5, 0.7], [0.3, -0.6, -0.2], [-1.4, -0.2, 0.1], [0.1, -0.6, 0.7], [0.4, 0.0, 0.4], [-0.1, 0.1, -0.1], [-0.1, 0.1, -0.1], [0.4, 0.3, -0.2], [0.0, 0.1, 0.2], [0.0, 0.2, 0.3], [0.1, 0.0, 0.0], [0.4, 0.0, 0.1], [0.1, -0.1, 0.0], [0.0, 0.2, 0.0], [0.3, 0.4, -0.7], [0.1, -0.3, 0.1], [-0.1, -0.1, 0.0], [0.4, 0.3, -0.3], [0.0, 0.2, 0.2], [0.2, 0.1, 0.1]]}